Entry 1:
16
Properties=species:S:1:pos:R:3:lowdin_spin:R:1 method="wB97M-V/def2-TZVPD" mol_weight_g_mol=84.14 gap_ev="6.68 / 9.97" spin_multiplicity=3 total_charge=+1 max_force_ev_per_a=6.0 e_above_lowest_kj_mol=177.39 e_tot_ha=-250.7918 e_homo_ev="-10.58 / -15.51"
C -1.66 0.49 -0.10 0.07
C -0.48 1.17 0.47 0.07
C -0.07 -1.35 0.42 0.14
C -1.00 -0.86 -0.60 0.71
C 0.58 0.04 0.22 0.69
N 1.92 0.22 -0.23 0.13
H -2.52 0.40 0.70 0.02
H -1.97 1.01 -0.89 0.00
H -0.34 2.03 -0.17 0.01
H -0.63 1.46 1.49 0.02
H -0.40 -1.67 1.47 0.04
H 0.50 -2.26 0.16 0.00
H -1.03 -1.07 -1.63 0.05
H 2.32 -0.70 -0.56 0.01
H 2.71 0.34 0.39 0.03
H 2.05 0.75 -1.12 0.01

Entry 2:
17
Properties=species:S:1:pos:R:3:nbo_charge:R:1 method="wB97M-V/def2-TZVPD" smiles=C1N[C@@H]2CN[C@H]1C2 mol_weight_g_mol=98.15 gap_ev=9.68 max_force_ev_per_a=10.6 e_above_lowest_kj_mol=446.93 e_tot_ha=-305.8536 e_homo_ev=-8.70
C 1.23 0.85 -0.51 -0.29
N 1.30 -0.64 -0.46 -0.60
C -0.02 -1.16 0.05 -0.17
C -1.16 -0.71 -0.54 -0.27
N -1.18 0.86 -0.40 -0.67
C 0.13 1.00 0.51 -0.07
C 0.17 -0.38 1.38 -0.42
H 0.72 1.12 -1.38 0.22
H 2.28 1.21 -0.21 0.22
H 1.33 -0.88 -1.53 0.34
H 0.07 -2.14 0.33 0.24
H -0.66 -0.55 -1.65 0.20
H -2.26 -1.06 -0.63 0.25
H -2.09 1.29 0.08 0.36
H -0.25 1.91 1.01 0.22
H -0.81 -0.12 2.07 0.21
H 1.19 -0.59 1.89 0.24

Entry 3:
17
Properties=species:S:1:pos:R:3:nbo_charge:R:1 method="wB97M-V/def2-TZVPD" mol_weight_g_mol=98.15 gap_ev=9.94 max_force_ev_per_a=1.1 e_above_lowest_kj_mol=628.41 e_tot_ha=-305.7845 e_homo_ev=-9.79
C 0.45 -1.74 1.06 -0.64
C 1.48 -0.77 0.52 -0.11
N 1.45 -0.22 -0.88 -0.31
C 1.24 0.59 0.08 -0.02
C -0.88 1.14 0.28 -0.03
C -1.09 1.82 -0.98 -0.30
N -1.67 0.53 -0.51 -0.31
H 0.64 -2.74 0.66 0.22
H -0.58 -1.46 0.80 0.23
H 0.54 -1.79 2.15 0.21
H 2.50 -1.01 0.83 0.18
H -0.05 -0.75 -1.60 0.03
H 1.46 1.64 0.20 0.23
H -0.80 1.18 1.36 0.23
H -1.80 2.63 -1.07 0.19
H -0.31 1.79 -1.75 0.19
H -0.81 -0.64 -1.45 0.03

Entry 4:
17
Properties=species:S:1:pos:R:3:nbo_charge:R:1 method="wB97M-V/def2-TZVPD" smiles="C=N/C=C/CCN" mol_weight_g_mol=98.15 gap_ev=8.37 max_force_ev_per_a=2.4 e_above_lowest_kj_mol=312.30 e_tot_ha=-305.9049 e_homo_ev=-8.19
C 0.91 -2.57 1.25 -0.04
N 1.25 -1.43 1.66 -0.40
C 1.32 -0.24 0.95 0.00
C 0.28 0.11 0.12 -0.26
C -0.20 1.48 -0.16 -0.48
C -0.92 1.57 -1.52 -0.21
N -2.19 0.83 -1.64 -0.81
H 0.90 -3.41 1.93 0.18
H 0.42 -2.66 0.27 0.14
H 2.12 0.48 1.11 0.19
H 0.22 -0.57 -0.74 0.20
H -0.88 1.85 0.62 0.21
H 0.48 2.34 -0.06 0.22
H -1.21 2.60 -1.71 0.19
H -0.22 1.20 -2.27 0.18
H -2.81 1.17 -0.91 0.34
H -2.00 -0.14 -1.39 0.34